Record 1
11
Properties=species:S:1:pos:R:3:forces:R:3:lowdin_charge:R:1 method="wB97M-V/def2-TZVPD" total_energy_ha=-625.72705 e_homo_ha="-0.0200 / -0.1815" s2=2.016 de_lowest_ev=0.000 total_charge=-1 orbital_gap_ha="0.164 / 0.305" multiplicity=3
C -0.3005 0.5380 -1.1458 0.3 0.8 -0.8 -0.151
C -1.0972 -0.3584 -0.6875 -0.4 1.0 0.5 -0.019
N 1.2313 -1.2587 1.8279 0.8 1.7 0.8 -0.177
O 1.3365 -2.9106 -0.2990 2.8 -0.8 -2.5 -0.430
O -0.2329 -3.3839 1.6275 -0.6 -1.2 2.0 -0.459
P 0.5323 -2.4379 0.8017 -2.4 1.5 -0.1 0.154
H -0.4928 1.4325 -1.7437 -0.6 0.1 0.1 0.034
H 0.7423 0.4567 -0.9734 1.3 -0.6 0.0 0.015
H -2.0460 -0.4014 -0.2267 -1.0 -0.6 -0.3 0.012
H 0.6466 -1.3626 2.6525 0.2 0.5 0.2 -0.013
H 1.3375 -0.2304 1.5663 -0.4 -2.3 0.2 0.034



Record 2
11
Properties=species:S:1:pos:R:3:forces:R:3:lowdin_charge:R:1 method="wB97M-V/def2-TZVPD" total_energy_ha=-625.58186 e_homo_ha="0.0387 / -0.1638" s2=2.006 de_lowest_ev=3.951 total_charge=-1 orbital_gap_ha="0.131 / 0.262" multiplicity=3
C 1.4536 0.2522 -0.6648 -0.1 0.8 2.2 -0.494
C 0.5797 -0.3724 0.4627 0.1 0.9 -1.6 -0.311
N -2.0512 -0.1226 0.9615 3.9 -1.3 1.1 -0.198
O -2.1021 -0.4014 -0.4548 -1.2 -1.5 -2.4 -0.479
O 0.4809 0.5314 -1.5663 -2.1 1.1 -1.4 -0.401
P -0.8731 0.6273 -0.1933 1.5 -0.1 1.1 0.737
H 2.0322 1.1927 -0.4206 -0.4 -0.9 0.4 0.081
H 2.1110 -0.4746 -1.0334 1.4 -1.3 -0.9 0.061
H 0.2578 -1.3800 0.1721 0.5 -0.3 0.2 0.054
H 0.8727 -0.2727 1.4799 0.0 0.0 0.7 0.022
H -2.7614 0.4201 1.2571 -3.5 2.5 0.5 -0.074



Record 3
11
Properties=species:S:1:pos:R:3:forces:R:3:lowdin_charge:R:1 method="wB97M-V/def2-TZVPD" total_energy_ha=-682.43886 e_homo_ha="-0.3329 / -0.3329" de_lowest_ev=5.462 orbital_gap_ha="0.323 / 0.323"
C 0.6006 -0.2914 0.5102 3.5 1.3 -1.7 -0.074
C -0.1622 0.6787 -0.2332 -2.3 -1.2 -3.2 -0.564
N 2.6318 0.1953 0.1025 -3.6 -0.7 1.7 -0.311
O 3.3076 -0.7935 -0.0213 0.5 1.3 -0.3 0.034
O 2.8803 1.3747 0.2437 0.6 -1.4 -0.6 0.032
S -1.8633 0.2890 0.3361 -0.8 2.6 1.2 0.769
H 0.5727 -1.3010 0.1660 0.2 -0.5 -0.4 0.087
H 0.4581 -0.2093 1.5160 0.5 0.2 2.9 0.044
H -0.1282 1.7654 -0.2729 1.0 -0.2 0.5 0.084
H -0.2706 0.2332 -1.2698 0.7 1.4 0.7 0.089
H -1.7329 -0.8941 -0.0574 -0.2 -2.7 -0.8 -0.191



Record 4
11
Properties=species:S:1:pos:R:3:forces:R:3:lowdin_charge:R:1 method="wB97M-V/def2-TZVPD" total_energy_ha=-682.42658 e_homo_ha="-0.2651 / -0.2999" de_lowest_ev=5.796 orbital_gap_ha="0.265 / 0.316"
C -0.4433 0.0435 1.4760 1.1 -1.8 2.0 -0.106
C -0.8270 1.3010 0.7613 0.0 -0.6 -1.3 -0.232
N -0.0047 0.8541 -1.7685 -1.9 1.9 0.3 -0.534
O 0.6601 2.0465 -1.9672 0.1 1.1 0.9 -0.187
O -0.9360 2.4628 0.9440 0.1 -0.8 0.7 0.082
S 1.0039 -0.4312 -1.6341 0.5 -0.8 -0.8 0.736
H -0.0445 -0.8507 0.9007 -1.1 1.4 -0.4 0.037
H 0.4998 0.2275 2.0445 -0.7 0.5 0.1 0.086
H -1.1627 -0.4453 2.2290 0.6 1.3 -1.1 0.106
H 0.0829 2.7853 -1.5976 0.6 -1.6 -0.7 0.117
H 0.0987 -1.0673 -2.4143 0.6 -0.6 0.3 -0.105